Entry 1:
This record from the OMol25 dataset describes 6 unconnected molecules or ions with the total composition C20H21Cl2F14NO19P2S. The level of theory is the ωB97M-V functional and the def2-TZVPD basis.

Properties
Multiplicity ... 1
SMILES string ... O=C(OP(O)Cl)N(CCC(F)(F)C(F)(F)S(F)(F)(F)(F)F)P(O)Cl.O=C1OC[C@@H](F)O1.O=C1OC[C@@H](F)O1.O=C1OC[C@@H](F)O1.O=C1OC[C@@H](F)O1.O=C1OC[C@@H](F)O1
LUMO level ... -1.5 eV

Last column: Mulliken charge in e.
Geometry (Å):
O  -4.009  -0.730  0.817  -0.4516
C  -3.025  -0.094  1.268  0.1123
O  -1.747  -0.705  1.514  0.0808
P  -1.892  -2.396  1.837  0.1902
O  -2.290  -3.105  0.303  -0.4272
Cl  -3.465  -2.773  3.239  -0.2591
N  -3.112  1.336  1.568  0.1906
C  -2.024  2.121  0.854  -0.8378
C  -1.047  2.659  2.000  -0.7522
C  0.504  2.640  1.617  1.0138
F  0.729  1.316  1.077  -0.2953
F  0.821  3.502  0.509  -0.3578
C  1.519  2.760  2.836  0.4598
F  1.297  1.612  3.661  -0.2434
F  2.876  2.630  2.409  -0.2568
S  1.387  4.258  3.931  1.1924
F  2.847  4.818  3.308  -0.3044
F  0.559  5.175  2.829  -0.2730
F  0.021  3.725  4.710  -0.2744
F  2.297  3.428  5.094  -0.3257
F  1.385  5.571  4.951  -0.2806
P  -4.713  2.028  1.265  0.5091
O  -5.869  1.136  2.203  -0.5292
Cl  -5.309  1.771  -0.774  -0.3289
H  -3.255  -3.321  0.385  0.4326
H  -1.551  1.406  0.108  0.3442
H  -2.471  2.991  0.253  0.6130
H  -1.172  1.965  2.908  0.3538
H  -1.412  3.694  2.355  0.4648
H  -5.364  0.478  2.748  0.3363
O  2.943  3.155  -5.100  -0.5160
C  3.041  2.696  -4.002  0.5861
O  3.153  3.444  -2.868  -0.3327
C  3.111  2.536  -1.776  0.0149
C  3.553  1.255  -2.408  0.2600
F  2.962  0.188  -1.813  -0.2775
O  3.064  1.360  -3.728  -0.3113
H  2.091  2.483  -1.386  -0.0486
H  3.777  2.856  -0.973  0.3017
H  4.638  1.113  -2.428  0.2750
O  -4.847  -3.845  0.850  -0.5556
C  -5.076  -4.926  0.381  0.6056
O  -6.170  -5.212  -0.374  -0.2973
C  -6.006  -6.544  -0.842  -0.4330
C  -5.071  -7.124  0.170  0.3141
F  -4.267  -8.059  -0.388  -0.2782
O  -4.279  -6.015  0.548  -0.2656
H  -5.578  -6.525  -1.849  0.2864
H  -6.961  -7.069  -0.877  0.2583
H  -5.565  -7.540  1.053  0.2940
O  3.891  -6.227  -1.090  -0.5269
C  3.862  -5.035  -1.163  0.5156
O  2.772  -4.276  -0.864  -0.3046
C  3.184  -2.919  -0.949  -0.3322
C  4.366  -2.999  -1.861  0.4848
F  5.283  -2.049  -1.555  -0.3234
O  4.917  -4.267  -1.564  -0.2905
H  3.445  -2.556  0.049  0.2592
H  2.389  -2.291  -1.353  0.2144
H  4.118  -2.945  -2.925  0.3107
O  10.750  -3.477  -5.300  -0.5023
C  9.633  -3.507  -4.881  0.5682
O  9.146  -4.487  -4.068  -0.3167
C  7.836  -4.089  -3.689  -0.2852
C  7.453  -3.156  -4.793  0.3097
F  6.626  -2.180  -4.342  -0.2385
O  8.683  -2.568  -5.161  -0.2982
H  7.875  -3.595  -2.713  0.2338
H  7.169  -4.949  -3.620  0.2862
H  7.006  -3.647  -5.662  0.2472
O  -4.147  4.527  2.557  -0.4056
C  -5.058  5.299  2.484  0.5737
O  -6.154  5.115  1.697  -0.2510
C  -7.052  6.175  1.994  -0.4226
C  -6.138  7.226  2.539  0.2807
F  -6.763  7.980  3.473  -0.2882
O  -5.124  6.472  3.173  -0.3031
H  -7.787  5.834  2.729  0.2830
H  -7.580  6.505  1.099  0.2610
H  -5.692  7.874  1.778  0.2844

***

Entry 2:
This record from the OMol25 dataset describes a molecular structure, C49H35BrF3N10O4S2V. The level of theory is the ωB97M-V functional and the def2-TZVPD basis.

Properties
Total charge ... +1
Multiplicity ... 2
Expectation value of S² ... 0.762
LUMO level (alpha / beta) ... -3.7 / -3.3 eV

Last column: Löwdin spin population.
Geometry (Å):
V  -0.137  -0.208  -0.280  1.0210
N  -3.747  2.245  0.058  0.0006
C  -3.022  1.441  0.850  0.0009
N  -2.396  0.560  0.108  0.0032
C  -2.773  0.873  -1.168  0.0004
N  -3.595  1.898  -1.223  0.0009
C  -2.357  0.064  -2.302  0.0011
C  -3.021  0.112  -3.532  -0.0004
N  -2.701  -0.706  -4.517  0.0009
C  -1.738  -1.589  -4.295  -0.0003
C  -1.069  -1.647  -3.078  0.0015
N  -1.369  -0.812  -2.091  -0.0003
H  -4.332  3.033  0.296  0.0000
H  -2.990  1.498  1.922  0.0000
H  -3.825  0.814  -3.706  0.0000
H  -1.493  -2.260  -5.107  0.0000
H  -0.292  -2.378  -2.890  0.0000
F  0.886  -0.324  5.499  0.0001
C  1.088  0.912  5.034  0.0000
F  2.057  1.454  5.795  0.0000
F  -0.021  1.633  5.290  0.0002
C  1.468  0.954  3.574  -0.0008
C  2.624  1.595  3.208  0.0043
C  2.945  1.684  1.854  -0.0003
C  2.101  1.101  0.945  0.0029
N  0.966  0.468  1.275  -0.0059
C  0.599  0.411  2.582  0.0059
S  -0.919  -0.198  3.019  0.0123
H  3.274  2.031  3.950  0.0003
H  3.841  2.187  1.529  -0.0001
H  2.343  1.145  -0.111  0.0002
Br  5.494  5.984  3.168  -0.0002
C  4.295  6.423  1.766  -0.0006
C  3.626  7.640  1.782  0.0000
C  2.751  7.944  0.760  -0.0005
C  2.489  7.010  -0.245  -0.0002
C  3.196  5.803  -0.265  -0.0006
C  4.104  5.516  0.732  0.0001
N  1.558  7.383  -1.217  -0.0026
N  0.854  6.582  -1.825  -0.0038
C  0.641  5.245  -1.585  -0.0092
C  0.794  4.345  -2.628  0.0024
C  0.569  2.987  -2.452  -0.0092
C  0.142  2.490  -1.230  0.0008
O  0.030  1.206  -0.974  -0.0419
C  -0.120  3.402  -0.154  -0.0035
N  -0.561  2.889  1.012  0.0025
C  -0.739  3.696  2.028  -0.0017
C  -0.559  5.086  1.952  0.0019
C  -0.155  5.631  0.761  -0.0017
C  0.121  4.787  -0.333  0.0004
H  3.802  8.345  2.581  0.0000
H  2.227  8.888  0.742  0.0000
H  3.051  5.107  -1.078  -0.0001
H  4.662  4.592  0.708  0.0000
H  1.176  4.713  -3.568  0.0003
H  0.765  2.284  -3.250  -0.0005
H  -1.066  3.236  2.954  -0.0001
H  -0.758  5.704  2.815  0.0002
H  -0.058  6.702  0.656  -0.0001
O  -0.621  -1.725  0.436  -0.0109
S  -1.851  -2.239  1.173  0.0002
C  -1.250  -3.658  2.191  -0.0003
C  -0.680  -4.764  1.373  0.0000
C  0.629  -4.703  0.908  0.0000
C  1.108  -5.676  0.046  0.0000
C  0.287  -6.719  -0.357  0.0000
C  -1.006  -6.808  0.137  0.0000
C  -1.486  -5.839  1.000  0.0000
C  -2.669  -3.145  -0.212  0.0000
C  -4.049  -3.611  0.139  -0.0001
C  -4.526  -4.825  -0.341  0.0000
C  -5.824  -5.224  -0.070  0.0000
C  -6.656  -4.420  0.692  0.0000
C  -6.185  -3.213  1.186  0.0000
C  -4.891  -2.808  0.903  0.0000
H  -2.134  -3.959  2.753  0.0000
H  -0.525  -3.199  2.863  0.0001
H  1.272  -3.896  1.229  0.0000
H  2.125  -5.619  -0.318  0.0000
H  0.655  -7.461  -1.051  0.0000
H  -1.644  -7.629  -0.159  0.0000
H  -2.494  -5.909  1.388  0.0000
H  -2.019  -3.953  -0.546  0.0000
H  -2.719  -2.385  -0.990  0.0000
H  -3.885  -5.461  -0.936  0.0000
H  -6.183  -6.167  -0.458  0.0000
H  -7.670  -4.730  0.894  0.0000
H  -6.828  -2.585  1.788  0.0000
H  -4.523  -1.862  1.277  0.0000
O  1.277  -0.106  -3.134  0.0032
C  1.812  -0.863  -2.345  0.0052
N  1.455  -0.978  -1.020  0.0075
C  2.320  -1.823  -0.349  0.0037
O  2.288  -2.017  0.846  0.0065
C  3.254  -2.395  -1.364  0.0010
C  4.256  -3.338  -1.272  0.0002
C  4.938  -3.669  -2.442  0.0012
C  4.619  -3.078  -3.656  0.0006
C  3.610  -2.123  -3.748  0.0007
C  2.941  -1.797  -2.588  0.0005
H  4.501  -3.809  -0.331  0.0000
H  5.726  -4.409  -2.408  0.0001
H  5.164  -3.360  -4.545  0.0000
H  3.355  -1.651  -4.686  0.0000

***

Entry 3:
This record from the OMol25 dataset describes a molecular structure, C5H10O2. The level of theory is the ωB97M-V functional and the def2-TZVPD basis.

Properties
Multiplicity ... 1
LUMO level ... 0.3 eV

Last column: Mulliken charge in e.
Geometry (Å):
C  -2.352  -0.897  -0.878  -0.7127
O  -1.055  -0.988  -0.295  -0.2464
C  -0.431  0.170  -0.090  -0.1035
C  0.952  0.203  0.326  0.1980
C  1.399  1.241  1.323  -1.2647
C  1.825  -0.886  -0.040  -0.0903
O  2.962  -1.042  0.380  -0.5846
H  -2.980  -0.194  -0.318  0.3088
H  -2.779  -1.898  -0.830  0.2486
H  -2.267  -0.567  -1.920  0.3605
H  -1.042  1.014  0.243  0.4743
H  -0.464  0.728  -1.587  0.0983
H  0.438  0.661  -1.011  0.0547
H  2.475  1.114  1.471  0.3850
H  1.225  2.270  0.983  0.3040
H  0.913  1.123  2.301  0.2878
H  1.403  -1.599  -0.784  0.2821

***

Entry 4:
This record from the OMol25 dataset describes 2 unconnected molecules or ions with the total composition C4H3FNO2S. The level of theory is the ωB97M-V functional and the def2-TZVPD basis.

Properties
Total charge ... -1
Multiplicity ... 1
LUMO level ... 3.6 eV

Last column: Mulliken charge in e.
Geometry (Å):
C  0.249  -1.134  -0.893  -0.3630
C  2.995  1.231  -0.102  0.7657
C  -0.132  0.554  0.636  -0.1490
C  1.401  -1.331  -0.265  0.3429
N  -0.632  -0.270  -0.398  -0.8244
O  4.037  0.752  0.073  -0.4419
O  2.151  1.929  -0.503  -0.4517
F  2.364  -2.262  -0.467  -0.3263
S  1.398  -0.354  1.257  -0.3779
H  -0.171  -1.688  -1.761  0.3800
H  0.044  1.604  0.507  0.2188
H  -1.037  0.458  1.347  0.2269

***

Entry 5:
This record from the OMol25 dataset describes a molecular structure, C43H47BrN2OP2S2Si2Ti. The level of theory is the ωB97M-V functional and the def2-TZVPD basis.

Properties
Total charge ... -1
Multiplicity ... 2
Expectation value of S² ... 0.755
LUMO level (alpha / beta) ... 2.5 / 2.5 eV

Last column: Löwdin spin population.
Geometry (Å):
Ti  0.118  -0.510  -0.191  0.9342
C  -1.398  3.411  -3.279  0.0000
Si  -0.534  1.764  -2.966  0.0022
C  -1.490  0.539  -3.986  0.0001
C  1.145  2.006  -3.747  0.0005
N  -0.391  1.270  -1.308  0.0102
P  -1.228  1.820  -0.010  0.0064
C  -0.892  0.851  1.316  0.0026
P  0.649  0.928  1.990  0.0039
N  1.701  0.034  1.083  0.0001
Si  3.279  -0.571  1.462  -0.0001
C  3.364  -2.410  1.562  0.0003
C  4.006  0.084  3.060  -0.0003
C  4.522  -0.036  0.146  0.0002
C  0.487  0.348  3.721  0.0007
C  -0.571  -0.519  3.999  -0.0001
C  -0.727  -1.054  5.270  0.0000
C  0.153  -0.708  6.288  0.0000
C  1.184  0.188  6.035  0.0001
C  1.350  0.709  4.756  0.0001
C  1.419  2.575  2.189  0.0003
C  2.537  2.932  1.442  -0.0002
C  3.121  4.184  1.595  0.0000
C  2.575  5.099  2.484  -0.0001
C  1.444  4.761  3.218  0.0000
C  0.874  3.504  3.075  -0.0001
C  -0.984  3.624  0.178  0.0017
C  -1.881  4.377  0.935  0.0003
C  -1.674  5.735  1.135  0.0001
C  -0.557  6.353  0.586  0.0000
C  0.350  5.610  -0.157  0.0001
C  0.134  4.253  -0.361  0.0002
C  -3.035  1.695  -0.313  0.0005
C  -3.751  2.638  -1.052  0.0001
C  -5.088  2.430  -1.366  0.0000
C  -5.729  1.271  -0.943  0.0000
C  -5.034  0.340  -0.184  0.0000
C  -3.699  0.554  0.139  0.0001
H  -0.931  3.842  -4.171  0.0000
H  -1.314  4.148  -2.479  0.0000
H  -2.458  3.259  -3.497  0.0000
H  -1.772  0.993  -4.944  0.0000
H  -2.405  0.254  -3.454  0.0000
H  -0.929  -0.373  -4.193  0.0000
H  1.001  2.405  -4.759  0.0001
H  1.725  1.088  -3.826  0.0001
H  1.737  2.734  -3.181  0.0000
H  2.731  -2.782  2.372  0.0000
H  4.404  -2.704  1.754  0.0000
H  3.027  -2.893  0.641  0.0001
H  3.642  -0.459  3.935  0.0000
H  3.822  1.151  3.214  0.0000
H  5.089  -0.058  2.993  0.0000
H  4.684  -0.818  -0.600  0.0001
H  5.482  0.160  0.633  0.0000
H  4.230  0.875  -0.387  0.0000
H  -1.281  -0.749  3.212  -0.0001
H  -1.547  -1.738  5.458  0.0000
H  0.031  -1.127  7.280  0.0000
H  1.858  0.485  6.830  0.0000
H  2.146  1.420  4.580  0.0000
H  2.945  2.221  0.739  0.0000
H  3.996  4.448  1.011  0.0000
H  3.026  6.077  2.603  0.0000
H  1.008  5.477  3.905  0.0000
H  -0.008  3.239  3.649  0.0000
H  -2.745  3.891  1.375  0.0001
H  -2.381  6.310  1.720  0.0000
H  -0.393  7.413  0.740  0.0000
H  1.229  6.085  -0.575  0.0000
H  0.834  3.670  -0.948  0.0000
H  -3.272  3.553  -1.372  0.0000
H  -5.629  3.175  -1.938  0.0000
H  -6.769  1.105  -1.196  0.0000
H  -5.525  -0.560  0.170  0.0000
H  -3.171  -0.159  0.767  0.0001
Br  2.294  -0.901  -2.032  0.0085
C  1.318  -2.017  -3.212  -0.0020
C  1.921  -2.440  -4.350  0.0035
C  1.197  -3.290  -5.224  -0.0014
C  -0.074  -3.665  -4.910  0.0025
C  -0.704  -3.210  -3.722  -0.0009
C  -2.036  -3.578  -3.403  0.0086
C  -2.617  -3.096  -2.270  -0.0012
C  -1.904  -2.223  -1.410  0.0081
C  -0.607  -1.838  -1.645  -0.0090
C  -0.007  -2.352  -2.832  -0.0007
H  2.934  -2.136  -4.581  0.0002
H  1.664  -3.640  -6.137  -0.0002
H  -0.632  -4.318  -5.573  0.0001
H  -2.573  -4.246  -4.070  0.0005
H  -3.631  -3.381  -2.014  -0.0003
H  -2.413  -1.897  -0.504  0.0004
C  -2.233  -4.935  3.575  -0.0002
O  -1.177  -4.298  2.868  0.0011
C  -1.461  -3.218  2.097  0.0035
S  -3.012  -2.584  2.056  0.0049
S  -0.050  -2.665  1.338  0.0095
H  -1.775  -5.812  4.024  0.0000
H  -3.044  -5.221  2.907  0.0000
H  -2.641  -4.282  4.346  0.0001

***

In eV/A, the strongest force on any atom values for the records above are, in order, 4.7 4.8 0.4 3.8 1.0.